{
  "formula": "C16H26F5O3P",
  "method": "wB97M-V/def2-TZVPD",
  "spin_multiplicity": 1,
  "e_tot_ev": -46032.17264,
  "fmax_ev_per_a": 0.95,
  "homo_lumo_gap_ev": 9.03,
  "relative_energy_ev": 0.000,
  "smiles": "CCCCCCCCCP(F)CCC(F)=C(F)F.O=C1OC[C@@H](F)O1",
  "total_charge": 0,
  "elements": ["C", "C", "C", "C", "C", "C", "C", "C", "C", "P", "F", "C", "C", "C", "F", "C", "F", "F", "H", "H", "H", "H", "H", "H", "H", "H", "H", "H", "H", "H", "H", "H", "H", "H", "H", "H", "H", "H", "H", "H", "H", "O", "C", "O", "C", "C", "F", "O", "H", "H", "H"],
  "coordinates": [[3.3555, -2.8150, 1.3132], [4.2537, -1.5891, 1.0777], [4.6409, -1.4263, -0.3903], [3.5404, -0.8863, -1.3305], [2.6522, 0.2324, -0.7539], [1.3351, -0.2815, -0.1732], [0.3525, 0.8635, 0.1817], [-1.1318, 0.4880, -0.0019], [-1.9357, 0.3688, 1.3173], [-1.9535, -1.2624, 2.1597], [-0.5046, -1.8124, 1.7159], [-3.1284, -2.2133, 1.1022], [-2.7635, -2.5724, -0.3500], [-1.5238, -3.3910, -0.4978], [-1.2370, -4.2511, 0.4933], [-0.7221, -3.3554, -1.5534], [-0.7548, -2.4095, -2.4738], [0.1988, -4.2507, -1.8285], [3.9714, -3.7066, 1.4433], [2.7114, -2.6893, 2.1849], [2.7087, -3.0017, 0.4514], [5.1754, -1.7367, 1.6504], [3.7893, -0.6961, 1.5004], [4.8965, -2.4319, -0.7474], [5.5462, -0.8266, -0.5111], [2.9267, -1.7066, -1.7118], [4.0527, -0.4676, -2.2026], [3.2158, 0.7324, 0.0413], [2.4673, 0.9994, -1.5123], [1.5795, -0.7993, 0.7567], [0.8642, -0.9870, -0.8612], [0.5542, 1.1651, 1.2115], [0.5773, 1.6941, -0.4831], [-1.6024, 1.2663, -0.6066], [-1.1952, -0.4402, -0.5676], [-2.9799, 0.6391, 1.1347], [-1.5220, 1.0728, 2.0429], [-4.0063, -1.5582, 1.0610], [-3.4497, -3.1044, 1.6431], [-3.5879, -3.1727, -0.7577], [-2.7156, -1.6852, -0.9792], [-0.6393, 3.7125, -0.6670], [-1.6131, 4.3695, -0.5330], [-2.7051, 3.9976, 0.1810], [-3.6063, 5.1070, 0.2344], [-3.1849, 5.9102, -0.9775], [-3.3356, 7.2420, -0.7900], [-1.8078, 5.6025, -1.0791], [-3.4391, 5.6703, 1.1534], [-4.6369, 4.7662, 0.1955], [-3.6836, 5.6270, -1.9061]],
  "mulliken_charge": [-1.144, -0.330, -0.888, -0.737, -0.850, 0.489, -0.818, 0.128, -0.840, -0.238, -0.061, -0.797, -0.588, 0.544, -0.369, 0.388, -0.253, -0.264, 0.436, 0.283, 0.185, 0.397, 0.272, 0.342, 0.345, 0.365, 0.330, 0.338, 0.485, -0.089, -0.149, 0.318, 0.354, 0.425, -0.478, 0.423, 0.497, 0.425, 0.410, 0.376, 0.351, -0.435, 0.595, -0.248, -0.435, 0.296, -0.287, -0.327, 0.288, 0.256, 0.285]
}


{
  "formula": "C9H14Si",
  "method": "wB97M-V/def2-TZVPD",
  "spin_multiplicity": 1,
  "e_tot_ev": -17429.21953,
  "fmax_ev_per_a": 5.58,
  "homo_lumo_gap_ev": [6.72, 6.72],
  "relative_energy_ev": 8.876,
  "total_charge": 0,
  "elements": ["C", "C", "C", "C", "C", "C", "C", "C", "C", "Si", "H", "H", "H", "H", "H", "H", "H", "H", "H", "H", "H", "H", "H", "H"],
  "coordinates": [[-1.4281, -1.6670, 0.5256], [-0.4629, -0.7330, 0.4706], [-1.1502, 0.4500, -0.1842], [-2.3554, 0.3403, -0.6378], [-2.7492, -0.9663, -0.1504], [0.9602, -0.9486, 0.9460], [-3.3838, -1.8683, -1.2134], [2.4007, 2.3000, 1.4561], [2.4007, 1.7258, -1.5731], [1.2823, 1.9950, 0.0074], [-1.2115, -2.6466, 0.7114], [-3.4089, -0.9169, 0.6348], [1.7872, -0.6164, 0.2526], [1.2053, -1.9705, 1.3408], [0.9695, -0.2760, 1.8490], [-2.8707, -2.0127, -2.0577], [-4.3399, -1.2733, -1.4932], [-3.7108, -2.8254, -0.7807], [2.2917, 3.0376, 2.1578], [2.5066, 1.4197, 2.1569], [3.4239, 2.4333, 1.2386], [2.0926, 2.4529, -2.3851], [3.5049, 1.8449, -1.3344], [2.2460, 0.7217, -1.9376]],
  "mulliken_charge": [-1.243, 1.087, -0.003, -0.909, 0.766, -1.174, -1.385, -1.300, -1.004, 0.319, 0.446, 0.335, 0.232, 0.328, 0.233, 0.414, 0.299, 0.355, 0.509, 0.301, 0.440, 0.337, 0.311, 0.306]
}


- What is the formula in the first record?
  C16H26F5O3P